Computed, not measured: one molecule with the formula C10H12ClN3O4S, with the ωB97M-V functional and the def2-TZVPD basis.

Results
Kohn-Sham gap = 0.3418 Ha
total charge = 0
E_HOMO = -8.725 eV
structure (SMILES) = CS(=O)(=O)N1C[C@H](C(=O)NN)Oc2ccc(Cl)cc21
E = -1711.8552 a.u.

Geometry as XYZ:
```
31
Properties=species:S:1:pos:R:3:mulliken_charge:R:1
C 2.295 -2.427 1.938 -0.98
H 3.342 -2.666 2.075 0.41
H 1.724 -3.316 1.706 0.31
H 1.903 -1.922 2.810 0.33
S 2.166 -1.316 0.522 1.21
O 2.581 -2.006 -0.656 -0.63
O 2.798 -0.070 0.843 -0.63
N 0.483 -1.083 0.464 0.16
C -0.130 -1.130 -0.798 0.35
C -0.103 -2.307 -1.536 -0.55
C -0.748 -2.365 -2.757 0.13
C -1.445 -1.272 -3.253 -0.63
C -1.472 -0.103 -2.520 -0.62
C -0.807 -0.014 -1.302 0.16
O -0.864 1.184 -0.641 -0.39
C -0.006 1.304 0.479 0.84
C 0.017 0.006 1.289 -1.28
H 0.687 0.132 2.137 0.44
H -0.992 -0.225 1.644 0.50
C -0.469 2.474 1.351 0.19
O -0.200 2.557 2.533 -0.70
N -1.174 3.405 0.690 0.14
H -1.349 3.324 -0.301 0.28
N -1.577 4.610 1.292 -0.92
H -2.522 4.509 1.667 0.25
H -0.954 4.766 2.086 0.31
H 1.026 1.506 0.148 0.26
H -1.995 0.766 -2.885 0.41
H -1.953 -1.336 -4.201 0.43
Cl -0.700 -3.828 -3.666 -0.23
H 0.439 -3.156 -1.156 0.45
```